No. 1
A molecular structure, C12H8N2O4V, computed with the ωB97M-V functional and the def2-TZVPD basis.

Structure (XYZ):
```
27
Properties=species:S:1:pos:R:3:lowdin_charge:R:1
V 0.005 0.782 -1.014 0.5741
C 0.021 2.171 0.361 -0.0275
O 0.025 2.926 1.243 0.2456
C 0.026 2.046 -2.437 -0.0793
O 0.025 2.955 -3.153 0.2357
C -1.611 -0.223 -1.118 -0.0149
O -2.575 -0.870 -1.294 0.2376
C 1.590 -0.268 -1.128 -0.0136
O 2.527 -0.957 -1.309 0.2354
C -0.007 -0.914 -4.626 -0.0292
H 0.931 -1.473 -4.501 0.0740
H -0.942 -1.472 -4.476 0.0734
C -0.009 0.388 -4.911 -0.0682
H -0.940 0.956 -5.033 0.0790
H 0.923 0.951 -5.053 0.0792
N -0.014 -0.964 6.650 0.2418
C -0.002 -0.794 5.493 -0.1236
C 0.022 -0.565 4.077 -0.1602
C 1.212 -0.585 3.332 0.0586
C 1.156 -0.414 1.945 -0.0919
N 0.004 -0.214 1.298 -0.0339
C -1.153 -0.420 1.951 -0.0812
C -1.190 -0.594 3.355 0.0602
H 2.175 -0.776 3.788 0.1453
H 2.066 -0.430 1.359 0.1107
H -2.096 -0.448 1.377 0.1190
H -2.171 -0.794 3.822 0.1538
```

The total charge is +2. The value obtained for the HOMO energy (spin up / spin down) is -17.084 / -17.111 eV. The spin multiplicity is 4. The lowest unoccupied orbital energy (spin up / spin down) comes out at -11.1717 / -10.6608 eV. The calculation puts the energy above the lowest of the compared OMol25 structures with the same formula, charge and spin at 0.0 kcal per mole.

---

No. 2
C12H8O in the gas phase, computed with the ωB97M-V functional and the def2-TZVPD basis.

Structure (XYZ):
```
21
Properties=species:S:1:pos:R:3:lowdin_charge:R:1
C -1.597 1.418 2.595 -0.1241
C -2.143 0.089 2.543 -0.0401
C -1.773 -0.797 1.484 0.0245
C -0.708 -0.215 0.696 -0.0679
C -0.180 1.108 0.853 -0.0833
C -0.641 1.940 1.885 -0.0548
C 0.721 0.362 -1.114 -0.1907
C 1.802 0.298 -2.091 0.0159
C 2.029 -0.942 -2.721 -0.1424
C 1.455 -2.066 -2.187 -0.0763
C 0.228 -1.940 -1.161 -0.0091
C -0.111 -0.707 -0.622 -0.1271
H -1.635 1.979 3.527 0.1116
H -2.734 -0.327 3.323 0.0846
H -2.158 -1.730 1.345 0.0725
H -0.197 2.907 2.140 0.1317
H 2.224 1.189 -2.414 0.0858
H 2.679 -0.845 -3.492 0.0641
H 1.925 -3.287 -2.108 0.1657
H -0.390 -2.924 -0.958 0.1243
O 0.724 1.469 -0.291 0.0348
```

The value obtained for the HOMO energy is -8.094 eV. The lowest unoccupied orbital energy comes out at 0.4985 eV. The calculation puts the energy above the lowest of the compared OMol25 structures with the same formula, charge and spin at 67.2 kcal per mole. Its SMILES is c1ccc2c(c1)oc1ccccc12.

---

No. 3
C12H9BCl2N2O3 in the gas phase, computed with the ωB97M-V functional and the def2-TZVPD basis.

Structure (XYZ):
```
29
Properties=species:S:1:pos:R:3:lowdin_charge:R:1
Cl -0.485 2.085 -4.775 0.6894
Cl -5.453 1.460 -3.046 0.7953
N -1.274 0.584 -0.035 0.0807
N -0.130 0.068 -0.019 0.0616
O 3.657 -3.099 0.747 0.1531
O 4.757 -2.534 2.817 0.1501
O -3.421 2.309 -4.784 0.0011
B 3.729 -2.345 1.904 -0.5571
C 0.778 -0.307 3.466 -0.0871
C 0.062 0.037 2.375 -0.0204
C -1.017 1.162 -2.273 -0.0461
C -3.246 1.093 -1.428 0.0000
C 2.047 -0.854 3.373 -0.0361
C 1.842 -0.858 0.995 0.0282
C -1.547 1.676 -3.428 -0.5485
C -3.812 1.528 -2.644 -0.6111
C -1.861 0.961 -1.222 -0.2740
C 0.580 -0.224 1.097 -0.2426
C -2.887 1.857 -3.599 -0.3752
C 2.551 -1.220 2.118 -0.0881
H 4.410 -3.709 0.957 0.1281
H 4.785 -2.134 3.697 0.1057
H -4.375 2.238 -4.849 0.0414
H 0.367 -0.081 4.444 0.1097
H -0.898 0.472 2.465 0.0977
H 0.050 1.135 -2.096 0.1153
H -3.939 1.049 -0.597 0.1119
H 2.563 -1.077 4.286 0.1015
H 2.167 -1.274 0.054 0.1157
```

The value obtained for the HOMO energy is -8.393 eV. The lowest unoccupied orbital energy comes out at -0.8031 eV. The calculation puts the energy above the lowest of the compared OMol25 structures with the same formula, charge and spin at 22.8 kcal per mole. Its SMILES is OB(O)c1cccc(/N=N/c2cc(Cl)c(O)c(Cl)c2)c1.